1.
The following is a quantum chemistry calculation of a molecular structure, C49H59N2P3PtS, from OMol25.

XYZ file:
```
115
Properties=species:S:1:pos:R:3:forces:R:3:mulliken_charge:R:1
Pt 0.012018 0.879421 0.385280 -0.11 -0.05 -0.23 2.090
C 0.835296 0.286850 3.423866 -0.01 -0.07 -0.04 -1.669
P 1.544682 1.309018 2.061313 0.13 -0.03 0.17 0.639
C 1.539634 3.012863 2.699005 0.02 0.05 -0.13 0.527
C 2.430232 3.936760 2.149296 -0.01 -0.02 0.03 -0.670
C 2.374528 5.268972 2.525200 -0.02 0.02 0.03 -0.726
C 1.430509 5.692141 3.453047 0.03 0.01 -0.01 -0.633
C 0.535980 4.780666 3.992204 -0.01 -0.04 0.00 -0.705
C 0.581667 3.445582 3.612348 -0.03 -0.01 0.01 -0.513
C 3.321676 0.935209 1.981294 -0.04 -0.01 0.10 0.914
C 4.055013 0.751439 3.152828 -0.01 0.02 -0.01 -0.801
C 5.412010 0.479693 3.090646 0.00 -0.01 -0.02 -0.740
C 6.048375 0.407306 1.857057 0.00 0.00 0.02 -0.622
C 5.326855 0.602653 0.689245 0.00 -0.01 -0.01 -0.770
C 3.963637 0.858804 0.749478 -0.07 -0.01 -0.05 0.230
C -0.653014 0.390224 3.263399 0.03 -0.01 -0.05 0.190
C -1.704124 0.476499 4.154326 -0.02 -0.03 0.01 -1.063
C -2.862836 0.792436 3.397009 0.00 0.01 0.05 -1.262
C -2.468989 0.891613 2.079438 0.05 0.01 -0.05 0.297
C -3.193388 1.229034 0.811617 0.02 0.02 0.01 -0.927
P -1.933909 1.942560 -0.327036 0.01 0.09 -0.01 0.081
C -2.020903 3.741923 -0.074150 0.00 0.00 0.03 0.386
C -3.202180 4.433129 -0.348017 -0.01 -0.03 0.00 -0.440
C -3.274909 5.798636 -0.139239 -0.01 0.00 0.00 -0.796
C -2.164024 6.487024 0.336261 0.01 0.01 0.01 -0.597
C -0.984887 5.809299 0.598042 0.00 0.00 -0.02 -0.678
C -0.912446 4.436443 0.393681 0.01 -0.05 -0.03 0.017
C -2.527970 1.762288 -2.031345 0.02 -0.04 0.05 0.341
C -1.805486 2.442454 -3.013856 0.03 0.02 0.01 -0.531
C -2.078630 2.232875 -4.353897 -0.01 -0.02 -0.02 -0.819
C -3.076614 1.341610 -4.729954 -0.01 0.02 0.02 -0.443
C -3.805316 0.670639 -3.759390 0.01 0.01 -0.03 -0.783
C -3.530504 0.877509 -2.413762 -0.03 -0.03 0.03 -0.257
N -1.131718 0.620832 2.005935 -0.02 0.03 0.05 0.926
H 1.159695 0.616715 4.411312 0.01 0.03 0.00 0.584
H 1.214143 -0.728903 3.260591 -0.03 0.04 0.03 0.476
H 3.170024 3.615452 1.424981 -0.01 0.00 0.00 0.455
H 3.069817 5.977359 2.093628 0.01 0.00 0.00 0.403
H 1.392347 6.732204 3.751208 -0.01 0.00 -0.01 0.409
H -0.210407 5.106871 4.705073 0.00 0.00 0.00 0.436
H -0.144206 2.748218 4.014956 0.00 0.02 0.00 0.255
H 3.565061 0.827303 4.116562 0.01 -0.01 0.01 0.348
H 5.976636 0.329675 4.001727 -0.01 0.00 0.01 0.442
H 7.109791 0.200137 1.809970 0.00 0.00 0.00 0.392
H 5.820358 0.552614 -0.272530 0.00 0.00 -0.01 0.497
H 3.390394 0.989355 -0.161815 0.02 0.02 0.01 0.082
H -1.644570 0.349339 5.223649 0.00 -0.01 0.01 0.552
H -3.862503 0.938334 3.774666 0.00 0.00 0.00 0.574
H -4.008850 1.934624 0.976908 -0.01 -0.03 0.01 0.719
H -3.609196 0.332220 0.342255 0.03 0.02 0.00 0.103
H -4.063154 3.900838 -0.737675 -0.01 0.00 0.00 0.390
H -4.193164 6.330410 -0.352729 0.00 0.00 0.00 0.410
H -2.221548 7.556280 0.495466 0.00 0.00 0.00 0.394
H -0.114709 6.340574 0.960435 0.00 0.00 0.00 0.466
H 0.007513 3.897002 0.586717 -0.01 0.01 0.01 0.022
H -1.006722 3.119727 -2.729832 0.00 0.00 -0.01 0.344
H -1.498905 2.753451 -5.104833 0.00 0.00 0.00 0.425
H -3.285343 1.172170 -5.778339 0.00 0.00 0.00 0.409
H -4.588297 -0.019388 -4.046813 0.00 0.00 0.00 0.454
H -4.103341 0.337125 -1.669507 0.01 0.01 -0.02 0.381
C -3.657489 -4.431642 0.458327 0.00 -0.01 0.00 -0.845
C -3.548442 -3.947041 -0.995126 -0.01 0.01 0.00 -1.016
C -2.125198 -3.489269 -1.301801 0.03 0.02 -0.02 -0.266
C -1.828028 -2.197116 -0.520556 -0.01 0.00 -0.01 0.981
C -2.461648 -2.247870 0.896864 0.01 0.03 0.03 0.525
C -2.689989 -3.675189 1.381561 0.01 -0.03 0.02 -1.122
P -0.082444 -1.584472 -0.418341 -0.02 -0.03 0.00 -1.750
C 0.608155 -1.645885 -2.134877 0.02 -0.02 0.00 1.139
C -0.319891 -0.845982 -3.062351 -0.02 0.00 0.03 -0.318
C 0.428515 -0.414549 -4.330682 0.01 0.02 -0.01 -0.714
C 1.477403 -1.454851 -4.749387 0.01 0.00 0.00 -0.873
C 1.016735 -2.849937 -4.344519 0.01 -0.01 -0.01 -1.009
C 0.960057 -2.987466 -2.812198 -0.02 -0.01 0.04 -0.271
C 0.817233 -2.768386 0.698982 0.01 -0.01 -0.03 0.400
C 0.864387 -4.272697 0.365006 -0.02 0.00 0.01 -0.297
C 1.951917 -4.951599 1.195726 0.00 -0.01 0.00 -1.266
C 3.345073 -4.487754 0.746587 0.01 0.01 -0.01 -0.825
C 3.317090 -3.032149 0.253258 0.01 -0.03 -0.01 -0.759
C 2.241757 -2.236122 0.980226 0.01 0.05 0.00 0.765
H -3.442402 -5.502053 0.504201 -0.01 0.00 0.00 0.405
H -4.684015 -4.308667 0.811159 0.00 0.01 0.00 0.318
H -4.226902 -3.103802 -1.163763 -0.01 0.00 0.00 0.297
H -3.861376 -4.735482 -1.681997 0.01 0.00 0.00 0.519
H -2.000665 -3.309518 -2.370578 0.00 -0.01 -0.01 0.389
H -1.429341 -4.287055 -1.035003 0.02 0.00 0.00 0.021
H -2.315771 -1.383271 -1.073541 0.02 -0.01 0.02 -0.565
H -3.431062 -1.742038 0.875824 -0.01 0.00 0.01 0.734
H -1.859746 -1.693125 1.619605 -0.03 -0.01 -0.02 -0.813
H -3.078995 -3.654647 2.401092 0.01 0.00 0.00 0.630
H -1.732949 -4.199815 1.435568 -0.07 0.03 0.01 0.080
H 1.527598 -1.055386 -2.036582 0.00 -0.01 0.01 0.466
H -0.718342 0.031304 -2.554930 0.02 0.00 0.00 -1.055
H -1.177134 -1.473993 -3.325298 -0.01 0.01 0.00 0.566
H 0.907694 0.552744 -4.164669 0.00 0.00 -0.01 0.032
H -0.295808 -0.271601 -5.136922 -0.01 0.00 0.00 0.498
H 2.435782 -1.237739 -4.267259 0.00 0.00 0.01 0.274
H 1.658270 -1.401196 -5.824191 0.00 0.01 0.00 0.541
H 1.675732 -3.618086 -4.754177 -0.01 -0.01 0.00 0.529
H 0.025752 -3.034196 -4.771785 0.00 0.01 0.00 0.330
H 1.931978 -3.331322 -2.453004 -0.01 0.00 0.01 0.315
H 0.239077 -3.761158 -2.551109 -0.02 -0.01 0.01 -0.134
H 0.241034 -2.658286 1.627304 -0.01 -0.02 0.00 0.499
H 1.076847 -4.437066 -0.690126 0.02 0.00 -0.05 -0.007
H -0.101840 -4.735574 0.563911 0.06 0.01 -0.03 0.482
H 1.870714 -6.037396 1.117039 0.00 0.00 0.00 0.463
H 1.793507 -4.706509 2.250662 0.00 0.00 0.00 0.345
H 3.710607 -5.139035 -0.051149 0.00 0.00 0.00 0.381
H 4.050084 -4.587385 1.575126 0.00 0.00 0.00 0.323
H 3.124120 -3.000396 -0.822109 0.00 0.00 0.03 -0.072
H 4.289188 -2.557514 0.400497 0.00 0.00 0.00 0.569
H 2.303894 -1.183070 0.707803 0.02 0.00 0.00 -1.133
H 2.445867 -2.285257 2.055269 0.01 0.02 -0.01 0.666
S 2.491355 2.961696 -3.087176 -0.02 -0.01 -0.02 -0.430
C 1.697278 2.071813 -1.991699 0.05 -0.07 -0.04 0.295
N 1.143650 1.399943 -1.211892 -0.04 0.13 0.07 0.147
```
Forces are in eV/Å.

Output
LUMO level: 0.53 eV
Gap between HOMO and LUMO: 7.64 eV



2.
The following is a quantum chemistry calculation of a molecular structure, C49H61FeIN2O4 at a distorted geometry, from OMol25.

XYZ file:
```
118
Properties=species:S:1:pos:R:3:forces:R:3:mulliken_charge:R:1
Fe -0.195041 -1.237419 -2.671406 0.08 -0.08 -0.47 1.218
C 3.557201 -2.010962 -2.702431 -1.57 -0.54 -0.67 -1.168
O 2.222000 -1.660579 -2.168654 1.21 -0.10 0.37 -0.540
C 2.334842 -0.937172 -0.946768 0.47 -0.61 -1.20 0.655
C 2.144273 -1.574310 0.272172 0.35 -0.70 -0.52 -0.343
C 1.877806 -3.089795 0.457227 -0.37 -0.16 -1.45 -1.006
C 0.409006 -3.441569 0.752467 1.13 0.91 0.03 -0.119
C 0.087247 -4.061670 1.920063 -0.80 -0.07 1.12 -0.858
C -1.244833 -4.250124 2.317967 -0.71 1.02 0.11 -0.597
C -2.226299 -3.705517 1.491065 -0.06 -0.91 -0.23 0.194
C -1.951698 -3.121337 0.235854 0.33 0.22 2.28 -0.173
C -3.048084 -2.422002 -0.495849 0.10 -0.47 -1.49 -1.374
C -2.959601 -0.874409 -0.405988 0.03 -2.15 0.09 0.079
C -3.170480 -0.293554 0.803541 0.91 2.25 1.68 -0.671
C -2.830743 1.076240 1.057628 -0.29 -1.12 -1.64 0.477
C -2.376068 1.782317 -0.070587 0.27 1.02 1.49 -0.274
C -2.230363 1.255180 -1.335284 0.27 -0.37 -0.62 0.362
C -1.764277 2.069731 -2.547396 1.46 -0.76 0.57 -1.167
C -0.312356 2.611637 -2.545912 -0.87 0.08 -0.10 -0.604
C 0.075814 3.945427 -2.420181 -1.00 1.60 0.67 -0.638
C 1.341745 4.494888 -2.569075 0.76 -2.85 0.60 0.133
C 2.336981 3.411618 -2.564325 -0.61 2.30 -0.05 -0.354
C 2.043189 2.080538 -2.626236 -2.29 -0.56 -1.07 -0.266
C 3.030696 0.994511 -2.392358 0.95 -0.09 -1.82 -0.646
C 2.753039 0.392185 -1.062438 0.00 -1.07 0.99 0.896
C 2.910972 1.116141 0.111333 -0.08 0.79 0.16 -0.422
C 2.719625 0.545608 1.373701 -0.22 0.12 0.60 -0.563
C 2.345549 -0.788917 1.380244 -0.56 -0.84 1.64 0.007
C 2.912894 1.350549 2.708986 -0.61 -1.63 -0.65 2.581
C 2.517849 0.552433 4.036429 1.54 -0.86 -1.79 -2.010
C 2.141893 2.642151 2.620510 1.54 0.88 -0.66 -2.008
C 4.349724 1.713504 2.872636 1.33 0.33 1.29 -1.917
C 0.647061 1.672140 -2.845136 1.66 1.09 0.95 0.500
O 0.273838 0.480712 -3.180090 0.64 -0.96 -0.48 -1.043
C 1.568997 6.023271 -2.418441 1.08 -1.98 -1.02 1.471
C 2.915199 6.464295 -3.208259 -0.36 0.17 2.46 -1.522
C 0.516773 6.697333 -3.268460 0.02 0.21 -0.85 -1.524
C 1.598612 6.318114 -0.888454 2.12 0.08 -0.98 -1.559
C -2.521752 -0.094463 -1.446620 -0.48 -0.19 -1.59 0.214
O -2.401694 -0.781555 -2.680904 1.28 0.75 0.44 -0.637
C -3.364824 -0.579903 -3.683271 -1.24 -1.00 0.87 -1.290
C -3.104306 1.661002 2.439002 0.27 -0.78 0.56 1.991
C -4.594587 1.350057 2.742850 0.29 0.20 0.31 -1.599
C -2.247758 0.828073 3.547855 -1.13 1.39 -1.83 -1.479
C -2.846464 3.203081 2.473215 0.69 -0.56 1.06 -1.870
C -0.623551 -2.969599 -0.076401 0.81 0.42 -2.35 0.544
O -0.327958 -2.399968 -1.263845 0.13 -0.95 1.32 0.211
C -1.512133 -4.862394 3.708224 -0.49 -1.51 -1.11 1.792
C -0.836000 -6.235450 3.588785 0.17 -0.39 -0.84 -1.626
C -2.978587 -5.213995 4.059857 -0.27 0.45 -1.40 -1.908
C -0.998752 -3.975245 4.809453 -0.85 0.28 -0.20 -1.424
H 4.281229 -1.244331 -2.426907 -0.01 -0.20 -0.17 0.583
H 3.823195 -2.992939 -2.281540 0.18 0.33 -0.07 0.326
H 3.422078 -2.119118 -3.822677 0.33 0.28 1.30 0.187
H 2.104021 -3.565576 -0.518783 0.04 0.22 0.30 0.119
H 2.584938 -3.588972 1.166440 -0.72 0.76 -0.24 0.493
H 0.836133 -4.301885 2.662425 0.41 -0.12 -0.28 0.548
H -3.268943 -3.845148 1.759553 -0.05 0.17 0.15 0.507
H -3.091382 -2.856545 -1.552643 -0.11 1.01 1.25 0.041
H -3.881753 -2.797197 0.067368 -1.11 0.31 -0.22 0.754
H -3.443519 -0.835756 1.692209 -0.24 -0.66 -0.19 0.430
H -2.048417 2.814405 0.034324 -0.17 -0.01 0.12 0.597
H -1.776175 1.369188 -3.364971 -0.03 -0.11 -0.45 0.031
H -2.461177 2.811725 -2.799576 -1.00 1.32 -0.02 0.981
H -0.677665 4.655149 -2.056301 -0.20 -0.23 -0.53 0.197
H 3.370652 3.675053 -2.433584 0.52 0.16 -0.04 0.323
H 3.001023 0.215666 -3.210763 -0.35 1.00 0.91 0.034
H 4.056689 1.418295 -2.481414 -0.49 -0.22 0.45 0.508
H 3.112931 2.189166 -0.020335 0.16 -0.46 0.28 0.376
H 2.121788 -1.369280 2.293344 0.38 0.86 -0.05 0.374
H 1.501456 0.277724 4.223962 -0.87 0.13 -0.40 0.237
H 3.106180 -0.403965 4.089920 -0.41 0.84 -0.11 0.393
H 2.859474 1.154266 4.840497 0.22 0.61 0.89 0.545
H 1.150477 2.419891 2.349047 -1.63 0.17 0.29 0.492
H 2.354634 3.225534 3.513994 -0.81 -0.02 0.33 0.519
H 2.534996 3.299297 1.814732 -0.11 -0.53 0.20 0.290
H 5.055041 0.904802 3.061797 -0.26 -0.36 -0.02 0.365
H 4.817422 2.333112 2.137668 -0.18 0.26 -1.14 0.360
H 4.384644 2.359064 3.747972 0.23 0.01 0.43 0.528
H 3.110594 5.980304 -4.148574 -0.78 -0.12 -0.65 0.382
H 2.852023 7.576906 -3.304283 0.47 -0.94 -0.05 0.410
H 3.806437 6.158590 -2.640445 -0.15 0.48 0.25 0.325
H 0.598273 6.195921 -4.285026 -0.29 1.01 1.04 0.349
H -0.499255 6.608968 -2.921604 -0.39 -0.18 0.19 0.301
H 0.751621 7.771195 -3.312404 -0.22 -0.22 -0.31 0.455
H 2.434903 5.710715 -0.443272 -0.76 0.52 -0.36 0.276
H 1.889147 7.355612 -0.790922 -0.01 0.48 0.40 0.477
H 0.721046 6.131507 -0.298221 -0.69 -0.21 -0.23 0.308
H -4.059016 0.211304 -3.489345 -0.53 0.47 0.87 0.410
H -2.979932 -0.270198 -4.612535 1.17 -0.20 -1.25 0.341
H -3.910922 -1.532488 -3.715422 -0.12 0.32 -0.59 0.265
H -4.766614 0.267908 2.790159 0.06 0.25 -0.11 0.362
H -4.790663 1.725008 3.756719 -0.38 0.16 -0.34 0.475
H -5.273334 1.762671 1.976736 0.22 0.05 0.48 0.325
H -2.435015 -0.230067 3.482540 -0.41 -0.37 0.02 0.321
H -1.230697 0.946924 3.284948 1.33 0.25 -0.07 0.271
H -2.417226 1.189753 4.544726 -0.20 0.21 0.46 0.470
H -3.277479 3.700279 1.608030 0.07 -0.02 -0.08 0.465
H -3.316511 3.636388 3.362205 -0.16 -0.15 -0.05 0.419
H -1.767034 3.488041 2.603621 -0.81 -0.48 -0.54 0.165
H -1.323645 -6.803436 2.748837 0.18 0.31 1.01 0.354
H 0.181232 -6.123630 3.225724 0.28 -0.10 0.36 0.336
H -0.835082 -6.802887 4.514360 -0.11 -0.18 0.12 0.441
H -3.386479 -5.928474 3.320113 0.10 0.33 0.33 0.384
H -3.028477 -5.671662 5.029791 0.17 -0.37 0.50 0.461
H -3.658493 -4.357462 4.106539 0.17 0.13 -0.14 0.373
H 0.025562 -3.685892 4.684961 0.70 -0.10 0.22 0.268
H -1.587180 -3.063508 4.663227 0.08 0.15 0.62 0.200
H -1.231178 -4.451900 5.770126 0.38 0.40 -0.02 0.470
I -1.145045 -6.290839 -6.404148 -0.10 -0.30 -0.23 0.144
C -0.287096 -4.870371 -5.228341 -0.39 0.31 0.63 -0.638
C 0.698988 -4.990055 -4.304713 2.17 -0.67 0.40 -0.323
N 0.975374 -3.761388 -3.789960 -1.15 -1.09 -0.08 0.134
N 0.030208 -2.910850 -4.174076 -0.82 1.19 -0.40 -0.077
C -0.722177 -3.549186 -5.048894 0.23 0.29 0.13 -0.374
H 1.334169 -5.819917 -4.007873 -0.30 0.06 -0.24 0.445
H 1.309162 -3.556104 -2.869742 0.69 0.00 0.61 0.026
H -1.584777 -3.100123 -5.465577 -0.47 0.53 -0.46 0.538
```
Forces are in eV/Å.

Output
LUMO level (spin up / spin down): 0.37 / 0.36 eV
Spin multiplicity: 5
Gap between HOMO and LUMO (spin up / spin down): 7.29 / 7.47 eV